# 1
Here is 12 unconnected molecules or ions with the total composition C72H60F12 from the OMol25 dataset. Energies are from ωB97M-V with the def2-TZVPD basis set.

Positions of all 144 atoms, in Å:
H: 12.48 12.81 11.03
C: 10.00 13.10 13.42
C: 20.78 8.86 15.02
H: 10.46 16.33 12.42
H: 13.02 20.12 14.91
H: 21.37 11.48 17.10
H: 12.89 10.70 20.83
C: 12.55 18.81 11.80
F: 9.15 15.98 19.56
C: 15.87 11.78 19.67
C: 15.93 9.39 9.70
H: 8.93 17.80 15.53
H: 12.59 14.62 14.51
H: 16.06 8.52 9.07
H: 13.33 22.13 13.53
F: 14.48 12.67 21.36
C: 13.86 12.99 14.93
C: 16.68 14.82 10.00
H: 14.40 17.40 10.22
H: 15.68 15.71 11.61
H: 12.99 13.82 20.11
H: 15.12 9.41 17.43
C: 10.98 12.52 12.62
C: 17.00 16.33 17.64
C: 13.81 9.94 19.07
C: 20.01 12.67 10.11
H: 18.06 17.42 11.41
H: 16.57 19.30 11.94
C: 16.28 9.36 11.08
H: 18.83 11.56 16.88
C: 10.59 15.23 12.43
C: 16.86 14.86 8.61
C: 11.08 17.55 15.92
H: 11.29 15.24 20.92
F: 13.36 17.57 16.38
C: 20.48 13.54 11.04
C: 9.81 18.13 16.06
H: 12.64 19.82 9.90
C: 20.80 10.77 16.48
C: 14.74 11.67 20.44
H: 17.60 14.20 8.15
H: 15.62 12.56 11.90
H: 13.25 22.07 11.11
H: 14.65 17.19 7.68
H: 16.77 15.49 14.29
H: 18.84 8.13 14.35
C: 12.75 19.89 10.99
H: 19.40 17.32 15.55
C: 19.68 11.39 10.54
C: 11.52 14.63 11.61
C: 12.13 18.09 16.60
C: 12.59 18.88 13.17
F: 19.33 16.17 18.03
H: 8.69 19.63 17.04
H: 16.81 11.06 17.89
F: 14.44 16.46 14.01
C: 11.14 13.89 17.29
H: 16.30 15.36 21.31
H: 14.45 15.46 19.71
C: 9.83 14.49 13.31
C: 20.42 11.91 12.70
C: 17.75 18.64 15.09
C: 15.76 11.66 11.30
H: 12.61 18.00 13.72
H: 17.36 14.28 10.65
H: 11.34 16.68 15.32
C: 11.98 19.06 17.55
C: 18.75 17.68 14.78
H: 16.51 8.40 11.47
H: 11.21 13.65 16.22
C: 12.98 20.01 13.83
C: 18.77 17.28 13.47
H: 17.27 13.04 14.81
H: 13.09 12.95 17.82
C: 13.71 10.78 20.14
C: 12.21 14.09 19.41
H: 15.43 11.55 15.29
C: 14.66 15.19 14.44
C: 16.52 15.58 20.27
H: 11.18 11.47 12.63
C: 15.46 15.71 19.39
H: 13.10 9.16 18.84
H: 17.26 16.65 16.65
H: 16.47 10.44 12.94
H: 18.69 15.48 20.40
H: 16.67 12.50 19.96
C: 18.76 9.94 15.53
F: 8.88 15.07 14.15
H: 12.14 15.24 10.94
C: 10.08 14.72 17.76
H: 22.55 9.79 15.78
H: 21.23 13.76 13.10
C: 13.61 14.32 14.64
F: 16.32 15.65 6.46
C: 13.19 21.16 13.04
H: 21.33 8.15 14.43
C: 16.25 13.42 14.81
C: 19.94 10.96 11.81
C: 16.95 19.20 14.09
F: 15.00 10.66 7.87
C: 19.41 10.79 16.37
H: 17.58 18.98 16.13
H: 12.86 19.45 18.03
H: 10.51 20.46 18.34
F: 17.37 9.94 15.48
C: 13.10 21.11 11.63
C: 10.72 19.65 17.68
F: 19.62 16.23 13.20
H: 19.71 9.97 12.16
C: 16.19 10.48 11.90
C: 15.26 11.66 10.00
C: 16.10 15.70 7.81
H: 12.97 12.35 15.12
C: 21.48 9.80 15.81
H: 9.39 12.52 14.11
F: 19.17 10.55 9.64
C: 15.15 16.54 8.36
H: 19.96 12.93 9.12
C: 20.74 13.19 12.36
C: 10.11 15.22 19.06
H: 16.27 19.98 14.33
C: 15.71 16.07 18.10
C: 18.02 16.12 18.53
C: 14.96 10.06 18.26
C: 15.96 14.79 14.52
C: 12.21 13.56 18.13
H: 14.87 16.23 17.43
F: 12.19 17.59 11.28
H: 20.77 11.49 13.65
C: 17.11 18.82 12.74
C: 11.77 13.30 11.70
C: 15.39 10.57 9.19
H: 9.31 15.05 17.10
C: 17.98 17.78 12.45
H: 20.83 14.52 10.67
C: 15.76 15.68 10.57
C: 15.19 12.54 15.00
C: 19.40 8.88 14.90
C: 15.97 10.96 18.60
C: 15.04 16.63 9.75
H: 14.85 12.55 9.60
C: 17.82 15.70 19.80
C: 11.15 14.84 19.94
C: 9.65 19.17 16.90

DFT total energy = -3977.9404 hartree
2S+1 = 1
LUMO energy = 0.55 eV
Relative energy (zero: lowest compared OMol25 entry of this formula, charge and spin) = 1.580 eV
Charge = 0

=====

# 2
Here is 6 unconnected molecules or ions with the total composition C10H24BrN5O17S2 from the OMol25 dataset. Energies are from ωB97M-V with the def2-TZVPD basis set.

Positions of all 59 atoms, in Å:
H: 2.38 -5.82 2.37
N: -3.48 -0.19 -3.00
O: -0.64 0.08 -2.43
H: 1.71 2.27 0.00
O: 0.24 -0.12 -0.21
C: 1.93 -2.63 0.59
N: -1.98 -5.03 -2.63
N: 2.67 -4.29 3.75
C: -0.56 -5.23 -2.24
O: -2.19 -4.19 -3.49
C: -0.58 3.34 1.18
H: -0.82 2.42 -1.23
C: -3.41 -1.31 -3.97
H: -1.06 4.03 1.87
O: 1.53 -4.16 4.14
S: 2.37 1.24 2.65
O: 3.51 -3.42 3.74
O: -2.13 -0.75 -0.64
H: 2.75 -2.76 1.30
H: 4.08 -5.58 2.90
C: 1.96 2.92 0.84
H: -3.40 -2.23 -3.39
H: -4.30 -1.27 -4.59
H: -2.48 1.84 -1.11
S: -1.00 0.10 -0.88
H: -1.47 1.38 1.52
N: 2.05 -3.72 -0.42
O: 2.78 1.66 3.93
H: 0.63 7.96 0.66
O: -4.43 -0.16 -2.25
N: -0.81 6.63 -0.07
O: 2.49 -0.10 2.20
O: -2.56 0.62 -2.99
O: -0.13 6.03 -0.88
O: 0.83 1.69 2.39
H: -2.50 -1.21 -4.55
H: 2.31 3.90 0.52
H: -2.57 2.63 0.97
H: -0.37 3.91 0.27
H: 0.98 -2.76 1.09
C: -1.49 1.78 -0.65
O: 2.00 -4.87 -0.02
O: 2.99 2.26 1.59
H: -1.09 0.79 -2.93
C: 0.77 2.96 1.80
H: 1.99 -1.68 0.09
C: -0.38 8.02 0.27
O: 2.13 -3.39 -1.58
O: -1.79 6.18 0.49
Br: 1.20 4.35 3.20
H: -0.39 8.59 -0.66
H: 2.88 -6.35 4.00
H: -0.53 -5.91 -1.40
H: -1.08 8.42 1.00
H: -0.18 -4.24 -1.99
O: -2.84 -5.63 -2.02
H: -0.02 -5.61 -3.10
C: 3.04 -5.62 3.21
C: -1.57 2.22 0.83

DFT total energy = -5318.1532 hartree
2S+1 = 1
LUMO energy = -0.33 eV
Charge = 0

=====

# 3
Here is a molecular structure, C22H31CoN2O3P2 from the OMol25 dataset. Energies are from ωB97M-V with the def2-TZVPD basis set.

Positions of all 61 atoms, in Å:
H: 1.49 -0.11 -3.96
H: -2.00 -1.69 -4.66
C: 2.80 0.88 -0.54
H: -4.07 -1.00 2.71
C: -3.36 -0.14 4.53
C: -3.09 -0.78 0.00
C: -3.20 -0.64 3.25
C: 3.83 2.99 -0.17
O: 3.71 -0.91 -1.76
H: 2.05 0.39 4.47
H: 4.79 1.30 -1.12
C: -0.30 -1.66 -3.33
C: 2.63 3.44 0.39
C: 1.93 0.71 3.44
H: -0.13 0.63 5.23
H: 0.98 -2.34 4.03
O: 1.88 -1.29 -0.50
H: 1.57 1.74 3.40
H: 2.48 -2.05 3.13
H: -2.07 0.58 -3.45
H: -1.16 -3.43 1.90
H: 0.05 2.10 -2.64
H: -1.34 -3.52 0.14
P: -1.63 -1.26 0.96
C: -0.52 1.50 -4.66
C: -2.25 0.33 5.24
H: -0.89 -2.33 -2.71
H: -2.78 -3.38 1.18
H: -3.19 0.31 0.00
H: -3.99 -1.23 0.42
O: -0.44 -0.09 -1.53
N: 1.65 1.30 0.01
C: -1.58 0.41 -4.42
C: 1.40 -2.06 3.06
P: 0.81 -0.40 2.56
C: -1.74 -3.07 1.05
Co: 0.39 -0.30 0.33
C: -0.99 0.27 4.66
H: -0.53 -1.17 -5.44
C: -1.12 -1.07 -4.53
H: -2.36 0.54 -5.17
C: -0.82 -0.24 3.38
C: 3.90 1.70 -0.66
H: 0.61 2.87 0.87
H: -1.02 2.46 -4.84
H: -2.37 0.73 6.23
H: 1.12 -2.80 2.31
C: 0.13 -0.47 -2.56
C: 0.50 1.68 -3.53
H: 2.90 0.67 2.94
H: 1.33 2.32 -3.83
C: -1.94 -0.69 2.66
H: 0.57 -2.21 -3.70
N: 1.02 0.34 -3.18
H: -2.95 -1.11 -1.02
H: -4.34 -0.09 4.98
C: 1.57 2.56 0.46
H: 4.68 3.65 -0.22
H: 0.02 1.26 -5.58
H: 2.53 4.44 0.77
C: 2.83 -0.57 -1.00

DFT total energy = -3257.5151 hartree
2S+1 = 2
LUMO energy (alpha / beta) = -2.93 / -2.60 eV
Relative energy (zero: lowest compared OMol25 entry of this formula, charge and spin) = 0.419 eV
Charge = +1

=====

# 4
Here is 2 unconnected molecules or ions with the total composition C5H12NO from the OMol25 dataset. Energies are from ωB97M-V with the def2-TZVPD basis set.

Positions of all 19 atoms, in Å:
H: -1.81 0.99 1.01
C: 0.21 1.95 0.08
C: 0.96 0.64 -0.06
H: 0.94 2.76 -0.31
H: 1.31 -0.73 -1.69
C: -0.91 -0.68 -0.01
C: -1.25 -1.70 -1.05
H: -0.68 -2.10 -1.82
H: -0.09 2.10 1.11
H: 1.57 0.15 0.72
H: 2.25 0.73 -1.70
N: -2.11 0.13 0.56
H: 0.50 0.79 -2.14
H: -2.52 -0.44 1.25
H: -2.34 -1.68 -1.36
H: -0.52 1.85 -0.72
O: -1.13 -2.06 0.26
C: 1.21 0.31 -1.51
H: -2.93 0.29 -0.02

DFT total energy = -327.2906 hartree
2S+1 = 1
LUMO energy = -3.81 eV
Relative energy (zero: lowest compared OMol25 entry of this formula, charge and spin) = 4.599 eV
Charge = +1